Entry 1
This record from OMol25 describes a cluster of 2 separate species, C3H9N2O in total. The level of theory is ωB97M-V/def2-TZVPD.

```
15
Properties=species:S:1:pos:R:3
C 1.55 0.69 1.34
H -1.97 -0.26 -0.14
C -0.94 -0.20 -2.08
H 0.73 1.40 3.03
H 2.26 -0.23 -0.30
H -0.41 0.74 1.94
H 2.54 0.96 1.69
H -2.43 -1.52 -1.29
N 1.45 0.05 0.22
H 0.56 -0.24 -0.18
O -0.90 -0.61 -3.20
C -1.60 -0.92 -0.93
H -0.46 0.76 -1.76
N 0.54 1.02 2.12
H -0.92 -1.65 -0.47
```

For the molar mass, the calculation gives 89.1 g mol⁻¹. The net charge is +1. As for the multiplicity: 1. Its HOMO energy is -13.53 eV. The value obtained for the frontier orbital gap is 9.5 eV.



Entry 2
This record from OMol25 describes a cluster of 3 separate species, C3H9N2O in total. The level of theory is ωB97M-V/def2-TZVPD.

```
15
Properties=species:S:1:pos:R:3
C 1.72 0.82 -0.66
H 1.66 -1.81 -0.31
H -2.62 1.14 2.92
H -3.33 -0.24 2.21
H 2.88 1.05 -2.40
O 0.68 -2.01 -0.08
H 2.18 1.63 -0.17
H -1.51 -0.18 -0.42
H -3.05 1.04 1.26
H 0.28 -2.78 0.23
C 0.48 0.28 -0.19
N -0.66 0.45 -0.29
H 1.73 -0.36 -2.33
C 2.24 0.45 -1.83
N -2.66 0.54 2.08
```

For the molar mass, the calculation gives 89.1 g mol⁻¹. The net charge is +1. As for the multiplicity: 1. Its HOMO energy is -13.46 eV. The value obtained for the frontier orbital gap is 7.9 eV.



Most favorable first, least favorable last: entry 1, entry 2



Entry 1
This record from OMol25 describes a cluster of 2 separate species, C3H9N2O in total. The level of theory is ωB97M-V/def2-TZVPD.

```
15
Properties=species:S:1:pos:R:3
C -1.47 0.83 -0.22
H -0.29 -1.44 -1.13
H 1.72 2.07 -0.01
N -0.53 -0.07 0.45
H -1.24 0.87 -1.28
H -1.39 1.84 0.19
N 2.74 0.24 -0.04
O 3.41 -0.71 -0.08
H -2.50 0.49 -0.09
H -0.74 -0.10 1.46
H 0.49 0.35 0.32
C -0.58 -1.44 -0.08
H 0.10 -2.10 0.47
C 1.87 1.02 0.03
H -1.59 -1.84 0.01
```

For the molar mass, the calculation gives 89.1 g mol⁻¹. The net charge is +1. As for the multiplicity: 1. Its HOMO energy is -14.96 eV. The value obtained for the frontier orbital gap is 10.8 eV.



Entry 2
This record from OMol25 describes a cluster of 2 separate species, C3H9N2O in total. The level of theory is ωB97M-V/def2-TZVPD.

```
15
Properties=species:S:1:pos:R:3
N -1.99 0.10 -0.67
H -0.99 -0.34 -0.72
H -2.42 0.58 -1.47
H 1.76 1.46 1.01
H 2.70 -0.62 1.13
H -2.70 -0.94 0.97
N 1.08 0.02 -0.18
H 2.42 -1.58 -0.31
H -0.06 1.65 0.49
H -3.88 0.18 0.13
H 3.33 0.07 -0.42
O 0.29 -0.87 -0.58
C 2.45 -0.54 0.01
C 0.88 1.09 0.39
C -2.86 -0.24 0.22
```

For the molar mass, the calculation gives 89.1 g mol⁻¹. The net charge is +1. As for the multiplicity: 1. Its HOMO energy is -14.02 eV. The value obtained for the frontier orbital gap is 9.2 eV.



Entry 3
This record from OMol25 describes a cluster of 2 separate species, C3H9N2O in total. The level of theory is ωB97M-V/def2-TZVPD.

```
15
Properties=species:S:1:pos:R:3
H 1.85 2.29 -0.24
N 1.18 1.80 -0.84
H 0.79 0.48 0.82
H 0.56 2.50 -1.28
O -1.15 2.77 -0.25
N 0.01 -2.37 0.87
H -0.08 -4.38 0.63
H -1.58 1.35 1.14
H -0.01 0.06 -0.67
C -0.54 -3.42 0.42
C 0.27 0.91 -0.04
H -1.45 -3.41 -0.18
C -0.94 1.74 0.33
H 1.72 1.25 -1.50
H -0.65 -1.59 0.79
```

For the molar mass, the calculation gives 89.1 g mol⁻¹. The net charge is +1. As for the multiplicity: 1. Its HOMO energy is -13.48 eV. The value obtained for the frontier orbital gap is 9.4 eV.



Most favorable first, least favorable last: entry 3, entry 1, entry 2



Entry 1
This record from OMol25 describes a cluster of 5 separate species, C16H34Br2N2O8 in total. The level of theory is ωB97M-V/def2-TZVPD.

```
62
Properties=species:S:1:pos:R:3
C -1.63 -0.51 -7.49
H -1.61 1.64 6.09
C 4.31 1.49 -2.05
H 3.73 0.92 -2.77
C -1.22 3.33 10.70
H 1.75 1.64 0.08
H 1.79 1.32 -1.62
C -0.60 2.06 6.10
O 0.39 1.46 -7.09
H 2.11 -4.07 -2.94
Br -3.88 -4.09 3.63
O -0.87 2.88 -8.41
H -1.07 -3.29 -1.24
H 2.07 2.98 -0.93
C 2.24 -3.52 -2.01
H -0.04 0.00 6.36
C -4.55 -6.89 4.11
H 0.02 4.32 -7.33
O 3.86 1.50 1.41
H 4.37 2.50 -2.48
H 2.54 -2.53 -2.37
C -0.28 5.06 -9.34
C -0.87 2.47 8.44
H -0.37 2.73 5.27
C 0.36 0.93 5.97
C -0.65 1.75 -7.69
O -1.61 0.87 -7.95
H -3.81 -6.76 4.91
O -0.28 2.83 7.29
H -5.89 -5.55 2.96
C 0.09 3.93 -8.35
H -2.18 -1.14 -8.18
C -5.21 -5.55 3.81
H 0.40 0.72 4.91
O -0.26 -3.89 -3.07
H 5.37 1.03 0.05
H 1.44 -1.84 -0.03
H 0.21 -2.90 0.70
H 1.11 3.64 -8.60
H -0.81 4.14 11.30
C -0.21 -3.49 -1.89
H -1.32 5.36 -9.21
H -0.62 -0.86 -7.31
H -5.85 -5.49 4.69
N 3.65 1.51 -0.77
Br -3.62 -7.67 2.55
C 4.33 1.28 0.30
H -1.22 2.36 11.20
N 1.02 -3.31 -1.29
H 3.06 -4.07 -1.56
C 1.13 -2.87 0.11
H 0.34 5.95 -9.22
H -2.26 3.58 10.48
H 1.38 1.16 6.28
H -5.32 -7.58 4.44
O -1.61 1.54 8.54
O -0.54 3.39 9.45
H 5.29 1.02 -1.97
H 1.85 -3.46 0.68
H -0.17 4.65 -10.35
H -2.07 -0.56 -6.49
C 2.27 1.91 -0.84
```

For the molar mass, the calculation gives 542.3 g mol⁻¹. As for the multiplicity: 1. As for the SMILES: CCOC(=O)OC.CCOC(=O)OC.CN(C)C=O.CN(C)C=O.BrCCBr. Its HOMO energy is -9.19 eV. The value obtained for the frontier orbital gap is 9.5 eV.



Entry 2
This record from OMol25 describes a structure of composition C16H34Br2N2O8. The level of theory is ωB97M-V/def2-TZVPD.

```
62
Properties=species:S:1:pos:R:3
H 2.35 -1.63 -4.19
H -1.57 -2.63 -4.70
C 0.11 4.47 0.16
H -0.19 5.41 4.97
C 1.72 -0.47 3.20
Br -0.65 2.06 -0.40
H 1.87 -0.55 4.28
C -0.61 4.44 5.24
H -1.89 0.43 0.99
O -1.44 3.74 4.26
C -1.39 -2.08 -1.22
H -0.30 5.46 0.35
O 0.15 4.00 2.71
H 0.80 -5.83 -2.03
H 0.03 -1.15 -6.54
H 0.67 -0.33 -1.33
H 2.23 0.43 2.86
H -1.55 -0.84 -4.51
C 0.74 3.83 1.42
C -0.44 -1.37 2.53
O -1.15 -1.18 -0.26
C -0.42 -4.27 -1.64
O 1.12 -1.31 -2.57
H 0.13 -2.29 2.36
H 1.22 1.37 1.19
H 0.63 -2.77 -6.63
H -3.00 -0.02 -0.48
H 0.70 4.45 -0.76
O -0.48 -3.01 -1.05
C 0.63 0.81 0.47
H -0.49 1.36 3.96
H 0.21 3.81 5.58
C 1.40 0.00 -0.60
H -1.07 -1.80 -3.17
O -2.21 -2.09 -2.12
H 1.74 4.27 1.43
N 0.34 -0.28 2.86
O -1.71 -1.27 2.40
H 0.46 1.88 2.52
C -0.15 1.09 2.96
O -1.88 3.20 2.11
H 2.18 -1.17 2.50
H 1.68 -4.32 -1.80
H -0.69 3.90 -0.32
H 2.19 0.49 -1.17
C 1.37 -1.53 -3.70
H 1.80 -1.54 -6.31
H 0.99 2.78 1.24
C -2.25 -0.30 0.26
H -0.02 0.05 0.92
H -2.78 -0.92 0.98
H 0.85 -5.16 -0.38
N 0.43 -1.81 -4.65
C 0.77 -1.82 -6.10
H -1.26 -4.88 -1.32
C -1.05 -1.78 -4.26
H -1.01 1.19 2.29
H -1.20 4.70 6.12
C -1.15 3.68 2.96
C 0.83 -4.91 -1.44
H -0.58 -4.32 -2.72
Br 2.19 -1.67 0.26
```

For the molar mass, the calculation gives 542.3 g mol⁻¹. As for the multiplicity: 1. Its HOMO energy is -8.52 eV. The value obtained for the frontier orbital gap is 9.1 eV.



Most favorable first, least favorable last: entry 1, entry 2



Entry 1
This record from OMol25 describes a cluster of 3 separate species, C2H11N2O2 in total. The level of theory is ωB97M-V/def2-TZVPD.

```
17
Properties=species:S:1:pos:R:3
N -0.86 1.03 2.49
H -1.81 -0.20 1.07
O -2.17 -0.67 -1.74
H 0.34 -1.46 -0.83
H -2.63 0.18 -1.92
H 1.18 0.78 0.72
C -0.82 0.21 1.41
H -0.81 -0.36 -1.12
C 0.22 0.15 0.66
H -1.67 1.45 2.92
O 3.06 -0.14 -0.71
H -2.35 -1.16 -2.60
H 0.00 1.41 3.01
H 3.92 0.30 -1.09
H 3.39 -1.04 -0.47
H 0.87 0.02 -1.21
N 0.17 -0.49 -0.60
```

For the molar mass, the calculation gives 95.1 g mol⁻¹. The net charge is +1. As for the multiplicity: 1. Its HOMO energy is -12.17 eV. The value obtained for the frontier orbital gap is 9.1 eV.



Entry 2
This record from OMol25 describes a cluster of 3 separate species, C2H11N2O2 in total. The level of theory is ωB97M-V/def2-TZVPD.

```
17
Properties=species:S:1:pos:R:3
H 2.86 3.18 0.47
O 0.35 0.57 1.47
C -2.22 -1.69 -0.10
H 1.33 -0.46 -2.39
N -1.18 -0.63 -0.41
H -1.86 -2.34 0.69
C -0.45 -0.62 -1.49
H 1.41 -0.30 -0.71
H -2.93 -1.01 0.36
O 2.48 2.50 1.04
N 0.89 -0.67 -1.50
H -2.77 -2.13 -0.93
H -0.72 -0.08 0.34
H 1.14 1.14 1.46
H -0.82 -0.72 -2.51
H 2.25 3.01 1.82
H 0.25 0.26 2.38
```

For the molar mass, the calculation gives 95.1 g mol⁻¹. The net charge is +1. As for the multiplicity: 1. Its HOMO energy is -14.57 eV. The value obtained for the frontier orbital gap is 10.9 eV.



Entry 3
This record from OMol25 describes a cluster of 3 separate species, C2H11N2O2 in total. The level of theory is ωB97M-V/def2-TZVPD.

```
17
Properties=species:S:1:pos:R:3
H 0.80 -1.79 -0.52
O -2.51 -1.03 -1.86
O -0.91 2.26 2.23
H 1.45 1.17 -0.26
H -1.15 -0.39 -0.65
H -1.05 2.74 3.04
H -0.07 1.81 2.16
C 1.39 -0.95 -0.15
H -0.95 0.73 0.62
H 3.31 -0.46 0.29
H 3.05 -2.14 0.17
H -3.02 -1.05 -2.68
N 2.64 -1.22 0.24
H -0.89 1.11 -0.97
N -0.62 0.40 -0.29
C 0.84 0.28 -0.23
H -1.75 -1.54 -2.20
```

For the molar mass, the calculation gives 95.1 g mol⁻¹. The net charge is +1. As for the multiplicity: 1. Its HOMO energy is -12.92 eV. The value obtained for the frontier orbital gap is 9.9 eV.



Most favorable first, least favorable last: entry 2, entry 3, entry 1



Entry 1
This record from OMol25 describes the molecule C3H5NO2S. The level of theory is ωB97M-V/def2-TZVPD.

```
12
Properties=species:S:1:pos:R:3
S -2.05 -0.28 -0.26
H -1.14 1.29 1.27
H -1.50 2.06 -0.32
C -1.18 1.14 0.15
O 2.77 0.13 -0.19
C -0.62 -1.32 -0.02
H -0.61 -2.18 -0.71
O 0.17 0.95 -0.29
C 0.55 -0.35 -0.15
H -0.51 -1.70 1.02
H 2.36 0.97 -0.54
N 1.74 -0.70 0.04
```

For the molar mass, the calculation gives 119.1 g mol⁻¹. As for the multiplicity: 1. As for the SMILES: O/N=C1/CSCO1. Its HOMO energy is -9.18 eV. The value obtained for the frontier orbital gap is 9.8 eV.



Entry 2
This record from OMol25 describes a cluster of 2 separate species, C3H5NO2S in total. The level of theory is ωB97M-V/def2-TZVPD.

```
12
Properties=species:S:1:pos:R:3
N 1.62 1.78 -1.20
O 2.31 -0.67 -1.90
H -1.53 -0.54 -1.09
C -0.10 -1.85 0.32
C -0.57 -0.79 1.08
H 1.99 2.28 -0.42
S 1.45 0.04 -0.89
C -0.92 -0.81 -0.26
O 1.76 -0.18 0.56
H 2.09 1.90 -2.08
H -0.62 -0.40 2.07
H 0.61 -2.59 0.21
```

For the molar mass, the calculation gives 119.1 g mol⁻¹. As for the multiplicity: 1. Its HOMO energy is -8.06 eV. The value obtained for the frontier orbital gap is 7.7 eV.



Entry 3
This record from OMol25 describes the molecule C3H5NO2S. The level of theory is ωB97M-V/def2-TZVPD.

```
12
Properties=species:S:1:pos:R:3
O -1.63 -0.03 1.19
S 0.45 -1.04 -1.80
H 1.99 -0.57 -0.09
H 1.07 -0.79 1.61
O 0.22 2.12 0.87
C 1.11 1.14 1.24
H 2.18 1.11 1.98
C -0.08 -0.46 -0.32
H -1.81 1.01 1.14
H -2.29 -0.43 -0.79
C 1.09 -0.25 0.67
N -1.40 -0.43 -0.14
```

For the molar mass, the calculation gives 119.1 g mol⁻¹. As for the multiplicity: 1. As for the SMILES: O=CCC(=S)NO. Its HOMO energy is -8.47 eV. The value obtained for the frontier orbital gap is 8.3 eV.



Entry 4
This record from OMol25 describes the molecule C3H5NO2S. The level of theory is ωB97M-V/def2-TZVPD.

```
12
Properties=species:S:1:pos:R:3
C 3.25 0.08 0.06
H 3.10 1.22 0.11
H -2.77 -1.59 -0.02
H -2.80 -0.11 -0.90
C -2.47 -0.49 0.02
H -2.84 0.02 0.92
N 0.89 0.67 -0.17
O 4.32 -0.41 0.05
O -1.00 -0.61 0.05
H -1.05 1.47 0.05
S 1.74 -0.82 -0.12
C -0.35 0.57 -0.06
```

For the molar mass, the calculation gives 119.1 g mol⁻¹. As for the multiplicity: 1. As for the SMILES: CO/C=N\SC=O. Its HOMO energy is -9.08 eV. The value obtained for the frontier orbital gap is 9.8 eV.



Most favorable first, least favorable last: entry 4, entry 1, entry 3, entry 2



Entry 1
This record from OMol25 describes the molecule C3H5NO2S. The level of theory is ωB97M-V/def2-TZVPD.

```
12
Properties=species:S:1:pos:R:3
C -0.95 1.39 -0.80
H -0.23 1.97 -0.25
H -0.02 -1.89 1.15
C 0.20 -1.28 -0.81
S -0.10 0.18 -1.85
H -1.69 0.98 -0.07
H -1.42 2.09 -1.47
N 0.26 -1.09 0.62
O 0.27 -2.39 -1.24
C 1.02 -0.21 1.37
H 1.19 -0.60 2.35
O 1.47 0.85 1.01
```

For the molar mass, the calculation gives 119.1 g mol⁻¹. As for the multiplicity: 1. As for the SMILES: CSC(=O)NC=O. Its HOMO energy is -9.59 eV. The value obtained for the frontier orbital gap is 10.2 eV.



Entry 2
This record from OMol25 describes a cluster of 2 separate species, C3H5NO2S in total. The level of theory is ωB97M-V/def2-TZVPD.

```
12
Properties=species:S:1:pos:R:3
H -1.04 1.11 2.06
C -0.70 -0.50 0.90
N -1.43 0.79 0.78
O -0.92 -1.14 2.04
S -0.10 1.81 -0.11
H 2.15 0.13 0.32
H 0.62 -1.70 -0.39
H 1.48 0.58 -1.34
H -0.86 0.10 -1.82
C 0.12 -0.78 -0.35
C 1.18 0.35 -0.33
O -0.50 -0.74 -1.77
```

For the molar mass, the calculation gives 119.1 g mol⁻¹. As for the multiplicity: 1. Its HOMO energy is -9.58 eV. The value obtained for the frontier orbital gap is 9.0 eV.



Most favorable first, least favorable last: entry 1, entry 2